Entry 1:
Entry from the OMol25 dataset: an isolated molecule of C5H6O3 (wB97M-V/def2-TZVPD).

Atoms and positions in Å:
O 2.680 -1.210 -0.146
C 2.978 -0.028 -0.117
O 1.984 0.898 -0.315
C 0.748 0.464 0.056
C 0.124 -0.661 -0.178
C -1.392 -0.409 0.475
C -2.400 0.517 -0.304
O -2.397 -0.740 -0.546
H 3.924 0.492 -0.115
H 0.099 1.366 0.722
H 0.332 -1.779 -0.507
H -1.748 -0.903 1.440
H -1.927 1.151 -1.029
H -3.006 0.843 0.564

- Frontier orbital gap: 10.6 eV
- Energy relative to the best compared isomer or geometry (same formula, charge and spin): 462.57 kJ/mol
- E_LUMO: 0.838 eV
- SMILES: O=CO/C=C/[C@H]1CO1

Results of the Löwdin charge analysis, in e, for atoms 1 through 5:
1. O 0.061
2. C -0.254
3. O -0.011
4. C -0.211
5. C 0.003

Entry 2:
Entry from the OMol25 dataset: a cluster of 2 separate species, CH5IN2S in total (wB97M-V/def2-TZVPD).

Atoms and positions in Å:
C -0.014 -0.126 -2.332
N -0.853 0.239 -1.448
H 0.360 0.541 -3.090
H 0.347 -1.173 -2.369
H -0.980 -0.420 -0.660
N -0.397 0.578 2.001
S 1.017 0.084 1.069
I 2.389 -1.138 2.634
H -0.661 1.493 2.087
H -1.208 -0.079 2.108

- Frontier orbital gap: 8.3 eV
- Energy relative to the best compared isomer or geometry (same formula, charge and spin): 28.07 kJ/mol
- E_LUMO: -0.456 eV
- SMILES: C=N.NSI

Results of the Löwdin charge analysis, in e, for atoms 1 through 5:
1. C -0.155
2. N -0.020
3. H 0.051
4. H 0.069
5. H -0.001

Entry 3:
Entry from the OMol25 dataset: an isolated molecule of C4H6Cl2O (wB97M-V/def2-TZVPD).

Atoms and positions in Å:
C 0.234 -1.431 0.259
C 0.314 0.086 0.072
O 1.204 0.689 1.010
C -1.011 0.852 0.035
Cl -1.323 2.238 0.955
C 0.044 0.941 -1.160
Cl -0.485 -0.100 -2.503
H 1.392 -1.678 0.130
H -0.354 -2.151 -0.441
H 0.035 -1.658 1.337
H 1.240 0.094 1.784
H -1.885 0.250 -0.246
H 0.594 1.867 -1.231

- Frontier orbital gap: 10.1 eV
- Energy relative to the best compared isomer or geometry (same formula, charge and spin): 154.26 kJ/mol
- E_LUMO: 0.745 eV
- SMILES: CC1(O)[C@@H](Cl)[C@@H]1Cl

Results of the Löwdin charge analysis, in e, for atoms 1 through 5:
1. C -0.051
2. C -0.612
3. O -0.039
4. C -0.706
5. Cl 0.688

Q: Number 1 is which compound?
A: C5H6O3

Please write out number 2 again, unchanged.
Entry from the OMol25 dataset: a cluster of 2 separate species, CH5IN2S in total (wB97M-V/def2-TZVPD).

Atoms and positions in Å:
C -0.014 -0.126 -2.332
N -0.853 0.239 -1.448
H 0.360 0.541 -3.090
H 0.347 -1.173 -2.369
H -0.980 -0.420 -0.660
N -0.397 0.578 2.001
S 1.017 0.084 1.069
I 2.389 -1.138 2.634
H -0.661 1.493 2.087
H -1.208 -0.079 2.108

- Frontier orbital gap: 8.3 eV
- Energy relative to the best compared isomer or geometry (same formula, charge and spin): 28.07 kJ/mol
- E_LUMO: -0.456 eV
- SMILES: C=N.NSI

Results of the Löwdin charge analysis, in e, for atoms 1 through 5:
1. C -0.155
2. N -0.020
3. H 0.051
4. H 0.069
5. H -0.001

Repeat the second record exactly.
Entry from the OMol25 dataset: a cluster of 2 separate species, CH5IN2S in total (wB97M-V/def2-TZVPD).

Atoms and positions in Å:
C -0.014 -0.126 -2.332
N -0.853 0.239 -1.448
H 0.360 0.541 -3.090
H 0.347 -1.173 -2.369
H -0.980 -0.420 -0.660
N -0.397 0.578 2.001
S 1.017 0.084 1.069
I 2.389 -1.138 2.634
H -0.661 1.493 2.087
H -1.208 -0.079 2.108

- Frontier orbital gap: 8.3 eV
- Energy relative to the best compared isomer or geometry (same formula, charge and spin): 28.07 kJ/mol
- E_LUMO: -0.456 eV
- SMILES: C=N.NSI

Results of the Löwdin charge analysis, in e, for atoms 1 through 5:
1. C -0.155
2. N -0.020
3. H 0.051
4. H 0.069
5. H -0.001